Record 1
76
Properties=species:S:1:pos:R:3:forces:R:3 method="wB97M-V/def2-TZVPD" e_above_lowest_ev=0.606 gap_ev="4.71 / 4.49" s_squared=8.8251 total_energy_ha=-2078.16852 total_charge=+2 molar_mass_g_mol=804.92 multiplicity=6
Ir -0.468 -0.195 -0.409 0.3 -0.6 -0.4
C 1.848 3.400 -2.216 -0.8 -0.2 0.4
C 0.922 2.704 -1.482 0.3 0.9 -0.4
N 1.177 1.467 -0.982 0.3 -0.6 0.0
C 2.365 0.897 -1.197 -0.6 0.2 0.3
C 3.380 1.542 -1.945 0.2 0.4 -0.3
C 3.099 2.815 -2.460 0.6 -0.4 0.0
C 4.606 0.864 -2.138 -0.2 0.8 -0.2
C 4.773 -0.471 -1.672 -0.3 -0.9 0.5
C 3.798 -1.100 -0.965 0.6 -0.4 -0.4
C 2.584 -0.410 -0.634 0.3 0.7 -0.4
N 1.531 -0.848 0.154 -1.2 -0.5 0.4
C 1.592 -1.629 1.233 0.2 0.6 -0.5
C 2.732 -2.319 1.731 0.3 -0.1 0.2
C 2.645 -3.124 2.851 -0.1 0.0 0.0
C 1.469 -3.232 3.577 0.1 -0.1 0.1
C 0.323 -2.486 3.194 -0.1 0.2 -0.2
C -0.866 -2.472 3.942 0.1 0.0 0.0
C -1.925 -1.698 3.522 0.1 -0.1 0.1
C -1.789 -0.962 2.350 0.0 0.0 0.1
N -0.673 -0.963 1.630 -0.1 0.1 0.1
C 0.377 -1.705 2.022 -0.3 -0.2 0.4
H 1.592 4.375 -2.606 0.1 0.0 0.0
H -0.055 3.121 -1.273 0.0 -0.1 0.0
H 3.856 3.329 -3.038 0.0 0.0 0.0
H 5.395 1.361 -2.687 0.0 -0.1 0.0
H 5.687 -1.005 -1.892 0.0 0.0 -0.1
H 3.934 -2.139 -0.711 -0.1 0.0 0.0
H 3.690 -2.230 1.248 0.0 0.1 -0.1
H 3.519 -3.675 3.171 0.0 0.0 0.0
H 1.419 -3.857 4.459 0.0 0.0 0.0
H -0.926 -3.063 4.847 0.0 0.0 0.0
H -2.847 -1.652 4.083 0.0 0.0 0.0
H -2.606 -0.354 1.982 0.0 0.0 0.0
N 0.856 2.196 2.022 -0.1 -0.1 0.1
C -0.398 2.532 1.698 -0.1 0.2 0.0
N -0.910 3.617 2.251 0.1 0.3 0.2
C -2.160 3.929 1.902 0.4 -0.3 0.0
N -2.700 5.032 2.407 -0.1 0.0 0.0
N -2.909 3.179 1.070 -0.7 -0.1 -0.3
C -2.335 2.108 0.580 0.7 0.8 0.7
N -1.072 1.741 0.834 -0.3 -0.6 -0.4
C -3.128 1.229 -0.286 -0.7 -0.5 -0.5
C -4.485 1.470 -0.473 0.3 0.2 0.2
C -5.233 0.612 -1.253 0.1 -0.3 -0.2
C -4.592 -0.470 -1.843 -0.3 0.3 0.1
C -3.242 -0.647 -1.623 0.2 -0.3 -0.2
N -2.513 0.171 -0.857 0.3 0.4 0.4
H 1.366 2.804 2.638 0.0 0.0 0.0
H 1.307 1.431 1.553 0.0 0.0 -0.1
H -2.162 5.610 3.028 0.0 0.0 0.0
H -3.636 5.292 2.150 0.0 0.0 0.0
H -4.914 2.334 0.012 0.0 0.0 0.0
H -6.291 0.775 -1.402 0.0 0.0 0.0
H -5.131 -1.166 -2.469 0.1 0.0 0.0
H -2.714 -1.474 -2.076 0.0 0.0 0.0
C -1.138 -4.966 -0.142 0.0 0.0 0.0
C -0.497 -5.353 -1.311 0.0 0.1 0.0
C -0.075 -4.386 -2.204 0.0 -0.1 0.0
C -0.298 -3.039 -1.917 0.0 -0.1 0.1
N -0.856 -2.678 -0.751 -0.1 0.0 0.0
C -1.276 -3.612 0.099 0.0 -0.2 0.1
C -0.041 -1.936 -2.856 0.0 0.3 -0.2
C 0.267 -2.180 -4.198 -0.1 -0.1 0.1
C 0.351 -1.145 -5.111 0.0 0.0 -0.1
C 0.075 0.151 -4.706 -0.1 0.0 0.1
C -0.235 0.407 -3.375 0.0 0.0 -0.3
C -0.244 -0.613 -2.432 0.2 0.3 0.6
H -1.516 -5.695 0.561 0.0 0.0 0.0
H -0.337 -6.401 -1.530 0.0 0.0 0.0
H 0.418 -4.681 -3.118 0.0 0.0 0.0
H -1.756 -3.268 1.010 0.0 0.0 0.0
H 0.407 -3.195 -4.545 0.0 0.0 0.0
H 0.594 -1.355 -6.144 0.0 0.0 0.0
H 0.094 0.965 -5.418 0.0 0.0 0.0
H -0.477 1.423 -3.094 0.1 0.0 0.1

***

Record 2
74
Properties=species:S:1:pos:R:3:forces:R:3 method="wB97M-V/def2-TZVPD" e_above_lowest_ev=0.755 gap_ev="6.62 / 3.93" s_squared=6.0378 total_energy_ha=-4776.18442 total_charge=+2 molar_mass_g_mol=853.61 multiplicity=5
Pt -0.009 0.646 -0.361 0.2 0.8 -0.1
N 2.234 2.722 -1.242 0.1 0.1 0.0
P 2.266 1.196 -0.542 -0.3 -0.4 0.0
C 3.073 1.262 1.056 0.1 0.1 0.0
C 2.360 0.960 2.213 0.0 0.0 0.0
C 2.973 1.067 3.453 0.0 0.0 0.0
C 4.293 1.481 3.540 0.0 0.0 0.0
C 5.012 1.781 2.388 0.0 0.0 0.0
C 4.407 1.667 1.150 0.0 0.0 0.0
C 3.327 0.248 -1.632 0.1 0.0 0.0
C 3.412 0.544 -2.991 -0.1 0.0 0.0
C 4.223 -0.221 -3.816 0.0 0.0 0.0
C 4.943 -1.283 -3.290 0.0 0.0 0.0
C 4.852 -1.588 -1.937 0.0 0.0 0.0
C 4.046 -0.828 -1.106 0.0 0.0 0.0
C 1.129 3.560 -1.153 0.2 0.0 -0.1
C 1.224 4.905 -1.510 -0.1 -0.1 0.0
C 0.092 5.684 -1.424 0.0 0.0 0.0
C -1.104 5.119 -0.983 0.0 0.0 0.0
C -1.107 3.787 -0.650 0.0 0.0 0.0
N -0.011 3.014 -0.735 -0.2 0.0 -0.1
H 3.093 3.135 -1.578 0.0 0.1 0.1
H 1.330 0.624 2.152 0.0 0.0 0.0
H 2.420 0.828 4.351 0.0 0.0 0.0
H 4.769 1.567 4.507 0.0 0.0 0.0
H 6.043 2.099 2.459 0.0 0.0 0.0
H 4.980 1.887 0.256 0.0 0.0 0.0
H 2.841 1.362 -3.413 0.0 0.0 0.0
H 4.296 0.017 -4.868 0.0 0.0 0.0
H 5.586 -1.870 -3.933 0.0 0.0 0.0
H 5.426 -2.408 -1.526 0.0 0.0 0.0
H 3.989 -1.057 -0.049 0.0 0.0 0.0
H 2.167 5.315 -1.841 0.0 0.0 0.0
H 0.136 6.730 -1.696 0.0 0.0 0.0
H -2.009 5.701 -0.901 0.0 0.0 0.0
H -2.003 3.294 -0.301 0.0 0.0 0.0
N -2.034 0.908 0.120 0.1 -0.4 0.1
C -3.038 0.421 0.699 -0.1 0.2 -0.1
C -4.353 0.405 0.014 0.0 -0.1 0.1
C -4.400 0.260 -1.373 -0.1 0.0 0.0
C -5.622 0.283 -2.021 0.0 0.0 0.0
C -6.790 0.463 -1.289 0.0 0.0 0.0
C -6.742 0.612 0.091 0.0 0.0 0.0
C -5.523 0.576 0.749 0.0 0.0 0.0
C -2.844 -0.118 2.070 -0.2 -0.2 0.1
C -3.506 -1.290 2.436 0.0 0.1 0.0
C -3.282 -1.839 3.688 0.0 0.0 0.0
C -2.416 -1.217 4.576 0.0 0.0 0.0
C -1.766 -0.044 4.214 0.0 0.0 0.0
C -1.972 0.504 2.959 0.0 0.1 0.0
H -3.483 0.113 -1.930 0.0 0.0 0.0
H -5.668 0.163 -3.094 0.0 0.0 0.0
H -7.744 0.486 -1.798 0.0 0.0 0.0
H -7.654 0.755 0.653 0.0 0.0 0.0
H -5.479 0.695 1.824 0.0 0.0 0.0
H -4.196 -1.759 1.748 0.0 0.0 0.0
H -3.801 -2.742 3.980 0.0 0.0 0.0
H -2.259 -1.638 5.560 0.0 0.0 0.0
H -1.114 0.452 4.920 0.0 0.0 0.0
H -1.487 1.431 2.677 0.0 0.0 0.0
Br 0.236 -7.949 -1.753 0.0 -0.3 0.0
C 0.206 -6.172 -1.432 0.0 0.5 0.1
C 1.418 -5.498 -1.102 0.0 0.0 0.0
C 1.381 -4.157 -0.857 0.1 -0.1 0.0
C 0.157 -3.460 -0.953 0.0 0.1 0.0
C -1.044 -4.121 -1.282 0.0 0.0 -0.1
C -1.031 -5.464 -1.515 0.0 -0.1 0.0
C 0.147 -1.978 -0.689 0.2 -0.2 0.1
O -0.750 -1.287 -1.241 0.1 0.1 0.0
O 1.028 -1.520 0.068 -0.3 -0.1 0.0
H 2.335 -6.067 -1.051 0.0 0.0 0.0
H 2.270 -3.602 -0.590 0.0 0.0 0.0
H -1.951 -3.538 -1.354 0.0 0.0 0.0
H -1.927 -6.013 -1.769 0.0 0.0 0.0

***

Record 3
77
Properties=species:S:1:pos:R:3:forces:R:3 method="wB97M-V/def2-TZVPD" e_above_lowest_ev=1.708 gap_ev="7.53 / 7.95" s_squared=6.0152 total_energy_ha=-7814.41300 total_charge=+1 molar_mass_g_mol=803.95 multiplicity=5
Cr -0.319 -0.625 1.258 0.0 -0.6 0.1
O 2.097 -5.404 3.172 -0.5 -0.6 -0.2
C 0.986 -5.777 2.542 0.7 -0.1 0.0
O 0.707 -6.927 2.355 -0.2 -0.1 0.0
C 0.126 -4.683 2.003 -0.2 -0.1 0.1
C -1.059 -4.852 1.298 -0.2 -0.1 -0.1
Cl -1.935 -6.252 0.952 0.1 0.0 0.1
N -1.533 -3.637 0.941 0.2 0.2 0.0
N -0.710 -2.674 1.421 -0.4 -0.1 -0.1
C 0.266 -3.300 2.067 0.1 0.3 0.0
C 1.221 -2.385 2.770 -0.3 0.3 0.1
O 2.201 -2.812 3.341 0.2 0.3 0.0
O 0.847 -1.134 2.723 0.1 -0.2 -0.2
C -2.802 -3.307 0.358 0.3 -0.1 0.1
C -3.180 -3.902 -0.832 -0.1 0.0 -0.1
C -4.431 -3.607 -1.353 0.1 0.0 0.0
C -5.264 -2.703 -0.706 0.1 0.0 0.0
C -4.855 -2.102 0.478 0.0 0.0 0.0
C -3.621 -2.418 1.030 -0.2 0.1 0.0
H 2.195 -4.429 3.212 0.2 0.3 0.2
H -2.509 -4.577 -1.345 0.0 0.0 0.0
H -4.746 -4.080 -2.273 0.0 0.0 0.0
H -6.238 -2.476 -1.119 0.0 0.0 0.0
H -5.512 -1.415 0.995 0.0 0.0 0.0
H -3.315 -2.006 1.984 0.0 0.0 0.0
C 2.754 0.214 0.725 0.0 -0.1 -0.1
C 2.380 1.678 0.928 0.1 0.0 -0.1
As 0.995 2.018 2.283 -0.1 -0.1 0.1
C -0.601 1.851 1.100 0.2 0.1 0.1
C -0.602 2.339 -0.217 -0.1 0.0 0.0
C -1.781 2.432 -0.934 0.0 0.0 0.0
C -2.985 2.016 -0.364 0.0 0.0 0.0
C -3.010 1.522 0.928 0.0 0.0 0.0
C -1.824 1.457 1.663 0.1 -0.1 0.1
C 1.103 3.957 2.286 0.0 0.1 -0.1
C 0.046 4.784 1.925 0.0 0.1 0.0
C 0.180 6.165 2.011 0.0 0.0 0.0
C 1.367 6.724 2.456 0.0 0.0 0.0
C 2.420 5.900 2.832 0.0 0.0 0.0
C 2.287 4.522 2.754 0.0 0.1 0.0
As 2.267 -1.000 -0.798 -0.1 0.0 0.2
C 2.931 0.211 -2.164 0.0 0.1 -0.1
C 2.138 1.152 -2.816 0.1 0.0 0.0
C 2.708 2.030 -3.728 0.0 0.0 0.0
C 4.071 1.977 -3.989 0.0 0.0 0.0
C 4.862 1.036 -3.349 0.0 0.0 0.0
C 4.292 0.148 -2.443 0.1 0.1 -0.1
C 0.396 -1.090 -1.529 0.0 -0.2 -0.2
C 0.513 -1.816 -2.726 -0.1 0.0 0.0
C -0.581 -2.101 -3.526 0.1 0.0 0.0
C -1.856 -1.705 -3.146 -0.1 0.0 0.0
C -2.021 -1.035 -1.950 0.1 -0.1 -0.1
C -0.903 -0.741 -1.174 0.0 0.3 0.3
H 2.694 -0.364 1.644 0.0 0.1 0.0
H 3.806 0.177 0.415 0.0 0.0 0.2
H 2.169 2.193 -0.009 0.0 0.0 0.0
H 3.246 2.191 1.357 0.0 0.0 0.0
H 0.322 2.672 -0.671 0.0 0.0 0.0
H -1.769 2.822 -1.944 0.0 0.0 0.0
H -3.904 2.088 -0.931 0.0 0.0 0.0
H -3.945 1.219 1.381 0.0 0.0 0.0
H -1.864 1.141 2.704 0.0 0.1 0.0
H -0.892 4.371 1.573 0.0 0.0 0.0
H -0.647 6.802 1.725 0.0 0.0 0.0
H 1.472 7.799 2.516 0.0 0.0 0.0
H 3.345 6.331 3.192 0.0 0.0 0.0
H 3.118 3.900 3.072 0.0 0.0 0.0
H 1.071 1.193 -2.630 0.0 0.0 0.0
H 2.087 2.755 -4.239 0.0 0.0 0.0
H 4.514 2.665 -4.697 0.0 0.0 0.0
H 5.922 0.979 -3.559 0.0 0.0 0.0
H 4.921 -0.595 -1.965 0.0 0.0 0.0
H 1.489 -2.149 -3.060 0.0 0.0 0.0
H -0.430 -2.637 -4.453 0.0 0.0 0.0
H -2.713 -1.930 -3.767 0.0 0.0 0.0
H -2.999 -0.723 -1.610 0.0 0.0 0.0
H -1.179 -0.061 -0.354 0.0 0.2 -0.2